Formula: C4H15N2O2
Source: the OMol25 dataset
Level of theory: wB97M-V/def2-TZVPD

Properties
highest occupied orbital energy (spin up / spin down) = -3.890 / -8.249 eV
E = -11462.8277 eV
expectation value of S² = 0.75
maximum force = 4.081 eV Å⁻¹
energy above the lowest of the compared OMol25 structures with the same formula, charge and spin = 1.581 eV

Geometry as ORCA input:
```
! wB97M-V def2-TZVPD RIJCOSX def2/J DEFGRID3
* xyz 0 2
C -2.32 1.21 0.18
C -1.51 0.03 0.47
C 0.00 0.29 0.33
N 2.37 0.70 -0.93
C 1.34 1.37 -1.45
N 0.06 1.09 -0.97
H -2.15 1.68 -0.82
H -3.38 1.20 0.06
H -2.18 1.97 0.87
H -1.64 -0.82 -0.18
H -1.62 -0.35 1.53
H 0.53 -0.65 0.20
H 0.44 0.85 1.27
H 3.26 0.94 -1.08
H 2.32 0.00 -0.29
H 1.32 2.07 -2.31
H -0.67 1.04 -1.67
H -0.72 -0.83 3.25
H 0.06 -2.04 2.87
O 0.11 -1.08 2.76
H 1.64 -3.24 -2.05
H 1.14 -2.92 -0.64
O 1.59 -2.51 -1.38
*
```

Results of the Mulliken charge analysis, in e, for atoms 1 through 5: -1.19, -0.30, -0.09, -0.25, -0.39

***

Formula: C11H14OSi
Source: the OMol25 dataset
Level of theory: wB97M-V/def2-TZVPD

Properties
highest occupied orbital energy = -8.590 eV
SMILES = C=CC(=O)[SiH2]c1cccc(C)c1C
E = -21556.1632 eV
maximum force = 4.727 eV Å⁻¹
energy above the lowest of the compared OMol25 structures with the same formula, charge and spin = 2.691 eV

Geometry as ORCA input:
```
! wB97M-V def2-TZVPD RIJCOSX def2/J DEFGRID3
* xyz 0 1
C -0.14 3.34 -1.79
C 0.30 2.43 -0.91
C 1.49 1.68 -1.19
O 2.01 1.72 -2.28
Si 2.32 0.83 0.32
C 0.66 0.06 0.87
C 0.21 0.26 2.17
C -0.83 -0.41 2.72
C -1.59 -1.23 1.85
C -1.12 -1.54 0.57
C -1.77 -2.70 -0.28
C -0.08 -0.80 0.00
C 0.36 -1.23 -1.32
H -1.06 3.99 -1.71
H 0.46 3.51 -2.66
H -0.21 2.30 0.09
H 3.09 -0.12 -0.35
H 2.90 1.60 1.46
H 0.68 0.96 2.77
H -1.01 -0.09 3.80
H -2.37 -1.89 2.30
H -2.11 -2.03 -0.99
H -0.97 -3.33 -0.53
H -2.45 -3.13 0.42
H 1.35 -1.04 -1.70
H 0.17 -2.27 -1.47
H -0.28 -0.87 -2.16
*
```

Results of the Mulliken charge analysis, in e, for atoms 1 through 5: -0.75, -0.13, 0.57, -0.57, 0.62

***

Formula: CH22F3O14S
Source: the OMol25 dataset
Level of theory: wB97M-V/def2-TZVPD

Properties
highest occupied orbital energy = -5.780 eV
E = -49031.8899 eV
maximum force = 18.340 eV Å⁻¹
energy above the lowest of the compared OMol25 structures with the same formula, charge and spin = 19.123 eV

Geometry as ORCA input:
```
! wB97M-V def2-TZVPD RIJCOSX def2/J DEFGRID3
* xyz -1 1
C -1.40 -0.54 -0.17
F -1.60 -1.86 0.17
F -2.05 -0.46 -1.33
F -1.87 0.32 0.73
S 0.46 -0.12 -0.62
O 0.75 -1.03 -1.75
O 0.55 1.34 -1.01
O 1.28 -0.43 0.59
O 1.58 1.83 0.99
H 1.86 1.25 0.28
H 0.90 2.38 0.59
O 2.14 1.61 -2.07
H 1.89 2.29 -2.69
H 1.31 1.32 -1.69
O -2.77 2.46 1.14
H -3.12 1.58 0.98
H -2.48 2.44 2.05
O -0.35 2.93 -0.08
H -1.27 2.86 0.16
H -0.18 2.15 -0.60
O 0.36 0.31 2.47
H 0.19 -0.57 2.82
H 0.31 0.21 1.52
O -1.05 -1.60 2.50
H -0.64 -2.25 3.08
H -1.80 -2.07 2.13
O 3.35 0.15 0.67
H 3.02 -0.34 -0.09
H 2.84 -0.17 1.40
O 2.55 -2.36 0.23
H 1.90 -1.70 0.46
H 2.63 -2.90 1.02
O -4.17 0.03 1.22
H -5.10 -0.03 0.99
H -3.75 0.30 0.40
O -0.24 -0.47 -3.51
H -0.50 -1.37 -3.70
H 0.29 -0.53 -2.71
O 1.33 -2.70 -2.16
H 0.85 -1.98 -1.78
H 2.05 -2.28 -2.65
*
```

Results of the Mulliken charge analysis, in e, for atoms 1 through 5: 0.59, -0.32, -0.22, -0.05, 0.93

***

Formula: C3H6N2S2
Source: the OMol25 dataset
Level of theory: wB97M-V/def2-TZVPD

Properties
highest occupied orbital energy = -8.448 eV
SMILES = CC(=S)S/C=N/N
E = -27854.0550 eV
maximum force = 9.517 eV Å⁻¹
energy above the lowest of the compared OMol25 structures with the same formula, charge and spin = 5.042 eV

Geometry as ORCA input:
```
! wB97M-V def2-TZVPD RIJCOSX def2/J DEFGRID3
* xyz 0 1
C 1.45 1.04 -0.22
C 2.04 -0.22 -0.27
S 3.70 -0.58 -0.13
S 0.91 -1.62 -0.39
C -0.64 -1.00 0.31
N -1.43 -0.34 -0.72
N -2.76 -0.34 -0.16
H 2.30 1.77 -0.03
H 0.84 1.18 0.72
H 0.69 1.19 -0.90
H -0.97 -1.47 1.47
H -2.92 -0.18 1.00
H -3.21 0.55 -0.69
*
```

Results of the Mulliken charge analysis, in e, for atoms 1 through 5: -1.20, 0.34, -0.22, -0.13, -0.11